DFT (the ωB97M-V functional and the def2-TZVPD basis) results for a single C6H11N3 molecule in a non-equilibrium geometry.

```
20
Properties=species:S:1:pos:R:3
H -0.18142 -2.48639 1.06533
N 0.42786 -1.71623 1.33694
C 0.03044 -0.55900 0.95476
C 0.56167 0.65135 1.66553
C -1.13557 -0.34020 -0.02881
C -2.06376 0.83583 0.25980
C -0.32215 -0.14575 -1.25194
C 0.98561 -0.04683 -1.44499
N 2.12089 0.64145 -1.68540
N 0.29690 -1.09650 -2.21302
H 0.75964 1.45081 0.95418
H -0.16324 1.01198 2.39369
H 1.46932 0.38298 2.20049
H -1.71836 -1.26265 -0.12880
H -2.82049 0.90451 -0.51939
H -1.52198 1.77822 0.26638
H -2.55508 0.69748 1.22167
H 2.76311 0.21485 -2.33483
H 2.54387 1.10914 -0.89782
H 0.52274 -2.02506 -1.81377
```

HOMO-LUMO gap: 0.2934 hartree
relative energy (zero: lowest compared OMol25 entry of this formula, charge and spin): 397.4 kJ/mol
charge: 0
energy: -10866.7005 eV
LUMO: 0.026 Ha

Charge distribution, Löwdin scheme, values in e: number 1, H, carries 0.043; number 2, N, carries 0.123; number 3, C, carries -0.422; number 4, C, carries -0.046; number 5, C, carries -0.289; number 6, C, carries -0.065; number 7, C, carries -0.150; number 8, C, carries -0.322; number 9, N, carries 0.163; number 10, N, carries 0.074; number 11, H, carries 0.073; number 12, H, carries 0.086; number 13, H, carries 0.080; number 14, H, carries 0.142; number 15, H, carries 0.081; number 16, H, carries 0.075; number 17, H, carries 0.081; number 18, H, carries 0.105; number 19, H, carries 0.097; number 20, H, carries 0.072

DFT (the ωB97M-V functional and the def2-TZVPD basis) results for a single C6H11N3 molecule in a non-equilibrium geometry.

```
20
Properties=species:S:1:pos:R:3
N -0.48583 -0.16798 -2.00187
C -0.48805 -0.20483 -0.52711
C 0.59826 0.69760 0.20926
C -0.28966 1.86868 0.52873
N -1.16248 0.88327 1.39436
C -1.22073 -0.32178 0.69512
C -0.13983 -1.31898 0.26972
C 1.43993 -1.29385 0.43290
N 1.84219 -0.02937 -0.17627
H -1.12934 0.56262 -2.35908
H 0.32746 -0.36992 -2.54255
H 0.64358 0.44117 1.19687
H 0.14331 2.65859 1.14145
H -0.62238 2.42291 -0.46653
H -2.00666 1.29054 1.57023
H -2.27387 -0.81891 0.69333
H -0.37356 -2.34595 0.02434
H 1.54294 -2.19176 -0.22348
H 1.65197 -1.50124 1.36586
H 2.00274 -0.26082 -1.22527
```

HOMO-LUMO gap: 0.3508 hartree
relative energy (zero: lowest compared OMol25 entry of this formula, charge and spin): 695.8 kJ/mol
charge: 0
energy: -10863.6073 eV
LUMO: 0.036 Ha

Charge distribution, Löwdin scheme, values in e: number 1, N, carries 0.118; number 2, C, carries -0.412; number 3, C, carries -0.275; number 4, C, carries -0.072; number 5, N, carries 0.014; number 6, C, carries -0.229; number 7, C, carries -0.151; number 8, C, carries -0.151; number 9, N, carries 0.007; number 10, H, carries 0.083; number 11, H, carries 0.053; number 12, H, carries 0.088; number 13, H, carries 0.100; number 14, H, carries 0.141; number 15, H, carries 0.070; number 16, H, carries 0.177; number 17, H, carries 0.129; number 18, H, carries 0.129; number 19, H, carries 0.058; number 20, H, carries 0.126

DFT (the ωB97M-V functional and the def2-TZVPD basis) results for a single C6H11N3O molecule in a non-equilibrium geometry.

```
21
Properties=species:S:1:pos:R:3
C -2.28979 -0.62859 -0.81824
C -1.29855 0.45983 -0.49106
C -1.62771 1.29568 0.73153
C 0.00559 -0.16921 -0.39003
N 0.31867 -1.34963 -0.05532
N 1.67058 -1.51254 -0.03944
N 2.27429 -0.26486 0.00505
C 3.73138 -0.01192 0.10138
C 1.45327 0.72575 -0.36981
O 1.56791 1.92461 -0.41889
H -3.38429 -0.45499 -0.76151
H -2.21583 -1.44058 -0.22749
H -2.30913 -1.05536 -1.87356
H -1.49289 1.23261 -1.37716
H -1.41916 0.75788 1.77142
H -2.73818 1.57421 0.89500
H -1.13248 2.17670 0.82839
H 2.02635 -2.14567 0.73130
H 4.06358 -0.60648 0.83889
H 4.33289 -0.08257 -0.92015
H 3.93993 0.99457 0.39489
```

HOMO-LUMO gap: 0.3480 hartree
relative energy (zero: lowest compared OMol25 entry of this formula, charge and spin): 392.7 kJ/mol
charge: 0
energy: -12914.9752 eV
LUMO: 0.029 Ha

Charge distribution, Löwdin scheme, values in e: number 1, C, carries -0.107; number 2, C, carries -0.391; number 3, C, carries -0.080; number 4, C, carries -0.154; number 5, N, carries 0.088; number 6, N, carries -0.020; number 7, N, carries -0.106; number 8, C, carries 0.009; number 9, C, carries -0.366; number 10, O, carries 0.062; number 11, H, carries 0.087; number 12, H, carries 0.020; number 13, H, carries 0.107; number 14, H, carries 0.186; number 15, H, carries 0.125; number 16, H, carries 0.106; number 17, H, carries 0.021; number 18, H, carries 0.169; number 19, H, carries 0.032; number 20, H, carries 0.139; number 21, H, carries 0.077

DFT (the ωB97M-V functional and the def2-TZVPD basis) results for a single C6H11N3O molecule in a non-equilibrium geometry.

```
21
Properties=species:S:1:pos:R:3
C 1.11866 -1.39266 0.26439
C 0.91226 -0.27662 -0.72202
C -0.13252 0.81933 -0.18193
C 0.38147 1.58629 0.98985
O -0.30215 1.75275 -1.38120
N -1.39710 0.21010 -0.00845
C -2.06299 -0.53979 -0.95534
N -3.27305 -0.71657 -0.58646
C -3.36680 -0.13210 0.60542
N -2.23761 0.39987 1.02431
H 0.00094 -1.67839 0.46973
H 1.87927 -1.10706 1.05353
H 1.64364 -2.15076 -0.37720
H 1.92127 0.36958 -0.82460
H 0.72355 -0.60775 -1.82553
H 1.24077 2.22037 0.54173
H 0.76387 0.86760 1.69665
H -0.41386 2.23561 1.42824
H -0.96881 1.28245 -1.84174
H -1.71156 -0.62444 -1.92651
H -4.19387 -0.30488 1.24435
```

HOMO-LUMO gap: 0.4027 hartree
relative energy (zero: lowest compared OMol25 entry of this formula, charge and spin): 245.4 kJ/mol
charge: 0
energy: -12916.5020 eV
LUMO: 0.032 Ha

Charge distribution, Löwdin scheme, values in e: number 1, C, carries -0.123; number 2, C, carries -0.223; number 3, C, carries -0.503; number 4, C, carries -0.013; number 5, O, carries -0.020; number 6, N, carries -0.093; number 7, C, carries -0.154; number 8, N, carries 0.089; number 9, C, carries -0.205; number 10, N, carries 0.132; number 11, H, carries 0.112; number 12, H, carries 0.092; number 13, H, carries 0.081; number 14, H, carries 0.152; number 15, H, carries 0.135; number 16, H, carries 0.128; number 17, H, carries 0.072; number 18, H, carries 0.098; number 19, H, carries 0.032; number 20, H, carries 0.112; number 21, H, carries 0.099

DFT (the ωB97M-V functional and the def2-TZVPD basis) results for 2 unconnected molecules or ions with the total composition C6H11N3O2 in a non-equilibrium geometry.

```
22
Properties=species:S:1:pos:R:3
H 0.62764 -2.17771 -0.66841
N 0.40577 -2.28099 0.34226
C 1.06703 -1.42798 1.02590
N 2.00793 -0.57418 0.47317
N 2.04225 -0.48249 -0.87455
C 2.51522 0.58793 -1.35766
H 0.95931 -1.35638 2.12016
H 2.46341 0.15779 1.00592
H 2.54346 0.71747 -2.43175
H 2.74826 1.43952 -0.68877
C -2.87359 -1.48699 -0.66524
C -1.89331 -0.61556 -0.80022
O -1.42311 0.13342 0.25946
C -0.87540 1.36942 0.00400
C -0.50899 1.98553 1.31459
O -0.64972 1.80671 -1.09326
H -3.34898 -1.59465 0.30085
H -3.18899 -2.10924 -1.48973
H -1.33679 -0.43666 -1.71901
H -0.63990 3.07658 1.33977
H -1.16997 1.54649 2.05554
H 0.52846 1.72196 1.54698
```

HOMO-LUMO gap: 0.3525 hartree
relative energy (zero: lowest compared OMol25 entry of this formula, charge and spin): 142.8 kJ/mol
charge: 0
energy: -14963.3355 eV
LUMO: 0.025 Ha

Charge distribution, Löwdin scheme, values in e: number 1, H, carries 0.046; number 2, N, carries 0.078; number 3, C, carries -0.303; number 4, N, carries -0.058; number 5, N, carries -0.040; number 6, C, carries -0.035; number 7, H, carries 0.118; number 8, H, carries 0.121; number 9, H, carries 0.070; number 10, H, carries 0.081; number 11, C, carries 0.049; number 12, C, carries -0.216; number 13, O, carries -0.027; number 14, C, carries -0.517; number 15, C, carries 0.020; number 16, O, carries 0.102; number 17, H, carries 0.069; number 18, H, carries 0.061; number 19, H, carries 0.121; number 20, H, carries 0.097; number 21, H, carries 0.087; number 22, H, carries 0.077

DFT (the ωB97M-V functional and the def2-TZVPD basis) results for a molecular structure, C6H11N3OS in a non-equilibrium geometry.

```
22
Properties=species:S:1:pos:R:3
C 4.61367 0.18501 0.05649
C 2.55953 0.60278 0.12536
C -0.50597 -0.72037 0.77025
C -2.13853 1.25867 0.58821
C -1.11355 0.13785 -1.43719
C -0.88624 0.49644 0.03454
N 3.79708 1.17032 -0.12728
N 2.55038 -0.66184 0.41420
N 3.93640 -0.96260 0.31731
O 0.39631 2.77924 -0.82520
S 0.47425 1.81027 0.24625
H 5.63385 0.30440 0.13017
H 0.49951 -1.18272 0.55606
H -0.35478 -0.48361 1.91507
H -1.24971 -1.62194 0.68498
H -2.52692 0.60549 1.38049
H -2.90033 1.30883 -0.23532
H -1.91956 2.31341 1.07782
H -1.16255 0.98863 -1.98286
H -0.26090 -0.38739 -1.85869
H -2.09622 -0.46609 -1.71552
H 4.41266 -1.91891 0.56360
```

HOMO-LUMO gap (spin up / spin down): 0.2745 / 0.2745 hartree
⟨S²⟩: 2.012
relative energy (zero: lowest compared OMol25 entry of this formula, charge and spin): 105.6 kJ/mol
charge: 0
2S+1: 3
energy: -23747.0651 eV
LUMO (spin up / spin down): 0.029 / -0.075 Ha

Charge distribution, Löwdin scheme, values in e: number 1, C, carries -0.226; number 2, C, carries -0.298; number 3, C, carries -0.162; number 4, C, carries -0.102; number 5, C, carries -0.096; number 6, C, carries -0.753; number 7, N, carries 0.067; number 8, N, carries 0.032; number 9, N, carries -0.010; number 10, O, carries -0.467; number 11, S, carries 0.957; number 12, H, carries 0.094; number 13, H, carries 0.042; number 14, H, carries 0.115; number 15, H, carries 0.124; number 16, H, carries 0.065; number 17, H, carries 0.084; number 18, H, carries 0.100; number 19, H, carries 0.021; number 20, H, carries 0.081; number 21, H, carries 0.140; number 22, H, carries 0.193